No. 1
One molecule with the formula C10H13NO2S in a non-equilibrium geometry. Source: OMol25; level of theory: ωB97M-V with the def2-TZVPD basis set.

XYZ file:
```
27
Properties=species:S:1:pos:R:3:forces:R:3:lowdin_charge:R:1
C -3.5476 1.0898 -0.7070 -0.40 -0.37 -1.26 -0.0802
C -3.0342 0.9270 0.5489 -0.23 0.43 0.41 -0.0715
C -3.1422 0.2621 -1.7564 -1.17 -0.87 -0.76 -0.0797
C -2.1237 -0.0642 0.7661 0.59 0.07 0.55 -0.0455
C -2.2943 -0.7964 -1.5132 1.48 -1.08 -0.11 -0.0494
C -1.7582 -0.9301 -0.2232 -1.59 0.59 -1.36 -0.2480
C -0.6639 -1.7926 0.0690 3.61 -0.12 1.07 -0.3284
C 3.1001 -0.7049 0.7941 1.06 0.19 -1.45 -0.1363
C 0.5915 1.4094 -1.6338 -1.15 -1.15 0.72 -0.2240
C 0.7229 -0.7556 0.1810 -0.38 -2.32 -0.39 -0.3476
N 1.8766 -1.4402 0.6348 -1.61 -3.32 -2.59 -0.1409
O -0.6086 -2.9919 0.1628 0.16 1.15 -0.26 0.1398
O 2.1898 -0.7070 -2.0898 1.41 -0.01 -0.23 -0.5215
S 0.8264 -0.3536 -1.6921 -1.36 -0.65 -0.50 0.8952
H -4.3328 1.7708 -0.9520 -0.22 0.69 0.23 0.1000
H -3.2909 1.5426 1.3878 -0.34 0.41 0.08 0.1085
H -3.6701 0.2728 -2.7352 0.62 0.47 0.74 0.1221
H -1.6007 -0.1237 1.6980 0.00 -0.09 0.59 0.1249
H -1.8602 -1.5062 -2.2740 -1.05 0.99 0.62 0.1361
H 2.8539 0.2206 1.3474 0.30 0.00 -0.80 0.0912
H 3.7186 -1.2437 1.4704 0.59 -0.62 0.69 0.0540
H 3.7343 -0.6271 -0.1830 -1.35 0.62 1.67 0.1091
H 1.2615 1.6963 -0.8906 0.19 0.83 2.59 0.0251
H -0.5123 1.5445 -1.5421 1.07 0.50 0.20 0.0703
H 1.1073 1.9431 -2.3582 0.07 0.49 -2.71 0.0338
H 0.7060 0.1074 0.7997 -1.17 1.16 0.26 0.0956
H 1.8960 -2.3223 -0.0253 0.87 2.01 2.00 0.1671
```
Forces are in eV/Å.

Values from the calculation:
LUMO level = 0.018 Ha
ΔE to the lowest compared entry with this formula, charge and spin = 381.3 kJ/mol
highest occupied orbital energy = -8.10 eV
spin multiplicity = 1



No. 2
C13H17NO6SW as an isolated structure in a non-equilibrium geometry. Source: OMol25; level of theory: ωB97M-V with the def2-TZVPD basis set.

XYZ file:
```
39
Properties=species:S:1:pos:R:3:forces:R:3:lowdin_charge:R:1
W -0.0289 -0.7330 0.0842 0.82 -0.36 -0.54 1.9126
O -0.6066 -0.0229 -1.8591 0.02 -0.16 0.24 -0.1816
C -2.0450 -0.0077 -2.2878 0.04 -0.03 0.03 -0.0513
C -2.7895 0.6241 -1.1451 0.09 -0.02 -0.20 -0.0905
N -2.4801 -0.0957 0.1423 -0.32 0.00 0.10 -0.2031
C -3.2862 -1.3361 0.3008 -0.08 -0.08 0.06 -0.0170
C -2.6730 -2.6057 -0.2034 0.04 -0.02 -0.15 -0.1418
O -2.8826 -3.6479 -0.5715 -0.04 -0.04 0.03 0.4126
O -0.9181 -2.2224 -0.1341 -0.34 0.16 -0.01 -0.2987
C -2.7939 0.8145 1.2631 0.00 0.16 0.07 -0.0375
C -2.0259 0.5880 2.5202 -0.50 -0.10 0.16 -0.0158
O -1.8492 0.5443 3.6186 0.10 0.05 0.06 0.4507
O -0.3030 0.1125 1.5383 0.18 0.18 0.25 -0.3349
H -0.0596 -0.2801 -2.6263 0.05 0.15 0.01 0.1667
H -2.3216 -1.0335 -2.5345 -0.03 0.00 0.02 0.1517
H -2.1062 0.6176 -3.1781 -0.02 -0.04 -0.03 0.1715
H -3.8625 0.6439 -1.3550 0.00 -0.01 0.00 0.1740
H -2.4489 1.6554 -1.0480 -0.03 0.01 0.06 0.1519
H -4.2642 -1.2688 -0.1910 0.01 0.02 -0.02 0.1883
H -3.4829 -1.5559 1.3573 0.02 0.04 0.00 0.1815
H -3.8454 0.7763 1.5817 -0.01 0.00 -0.02 0.1962
H -2.5814 1.8584 1.0077 0.01 -0.02 -0.03 0.1789
C 4.0367 -2.2732 0.2580 -0.01 -0.09 -0.07 -0.1462
S 2.8470 -1.4223 1.2642 0.06 0.13 0.02 1.2285
O 1.4351 -1.8688 0.6161 -0.15 0.10 -0.13 -0.5985
C 2.7573 0.2532 0.6510 -0.03 -0.03 -0.10 -0.3950
C 3.2542 1.2699 1.4071 0.10 0.00 0.04 0.0111
C 3.0766 2.5986 0.9548 -0.01 0.05 -0.02 0.0973
C 2.3672 2.8721 -0.2100 0.09 0.00 0.08 0.0296
C 1.8686 1.8274 -0.9649 -0.25 -0.11 -0.23 0.0032
C 1.9906 0.4612 -0.5605 0.32 0.04 0.22 -0.2561
H 3.9082 -2.0682 -0.8033 -0.03 0.02 0.01 0.0906
H 3.9174 -3.3352 0.4938 0.04 0.00 0.00 0.1052
H 5.0202 -1.9396 0.6110 -0.02 0.01 0.06 0.1134
H 3.7865 1.0854 2.3346 -0.01 0.00 0.00 0.1543
H 3.5073 3.4105 1.5324 -0.01 0.00 0.00 0.1612
H 2.2633 3.8930 -0.5565 0.00 0.00 0.00 0.1523
H 1.4193 2.0507 -1.9268 -0.02 0.00 0.01 0.1386
H 2.1992 -0.2398 -1.3815 -0.09 -0.01 -0.01 0.1459
```
Forces are in eV/Å.

Values from the calculation:
LUMO level = -0.576 Ha
total charge = +4
ΔE to the lowest compared entry with this formula, charge and spin = 0.0 kJ/mol
highest occupied orbital energy = -23.41 eV
spin multiplicity = 1



No. 3
One molecule with the formula C5H7NO3 in a non-equilibrium geometry. Source: OMol25; level of theory: ωB97M-V with the def2-TZVPD basis set.

XYZ file:
```
16
Properties=species:S:1:pos:R:3:forces:R:3:lowdin_charge:R:1
C -0.1687 -0.6284 1.5174 0.01 0.31 0.17 -0.0376
C 0.2233 -0.0261 0.1565 0.39 -0.63 -0.28 -0.4813
C 0.7335 -1.1667 -0.7449 -0.02 0.14 -0.41 -0.0349
N 1.3753 1.0108 0.4076 1.20 0.39 -2.05 0.0571
O 2.0654 1.2545 -0.5784 -1.94 -0.94 2.39 0.0155
C -0.9033 0.7863 -0.4345 0.51 0.27 0.81 -0.2814
O -1.6637 1.6176 0.3795 -0.10 -0.04 0.82 0.0255
C -1.0303 1.0282 -1.7203 -0.28 -0.45 -2.19 -0.0853
O -1.2631 1.1052 -2.8701 0.36 0.06 1.42 0.1878
H 0.6354 -1.2596 1.9143 -0.05 0.19 -0.19 0.0904
H -1.0663 -1.2524 1.4279 0.20 0.20 -0.15 0.1000
H -0.3767 0.1379 2.2727 0.07 -0.08 -0.12 0.0766
H 0.7694 -0.8929 -1.8046 0.01 0.07 0.18 0.0807
H 1.7517 -1.4654 -0.4652 -0.24 0.17 0.09 0.0904
H 0.0947 -2.0538 -0.6587 0.01 0.32 0.08 0.0941
H -1.1765 1.8049 1.2009 -0.15 0.02 -0.56 0.1022
```
Forces are in eV/Å.

Values from the calculation:
SMILES string = CC(C)(N=O)C(O)=C=O
LUMO level = -0.023 Ha
ΔE to the lowest compared entry with this formula, charge and spin = 500.7 kJ/mol
highest occupied orbital energy = -8.51 eV
spin multiplicity = 1



No. 4
An isolated ion of composition C5H11NO and charge +1 in a non-equilibrium geometry. Source: OMol25; level of theory: ωB97M-V with the def2-TZVPD basis set.

XYZ file:
```
18
Properties=species:S:1:pos:R:3:forces:R:3:lowdin_charge:R:1
C 1.8615 0.6301 -1.2404 1.16 1.61 -0.51 -0.0088
N 0.9826 1.0141 -0.1547 0.21 -4.48 0.25 0.1761
C -0.4986 -2.4457 -0.5186 -0.46 2.46 0.98 -0.0319
C 0.1898 -1.3706 0.4139 1.50 -1.48 0.30 -0.1846
C -0.1535 0.0475 -0.0479 -0.93 2.87 0.12 -0.2502
C -1.1534 0.7608 0.9857 -0.12 -0.86 -1.00 -0.1688
O -1.6523 1.8067 0.7424 0.16 0.19 0.10 0.1428
H 2.7191 1.2896 -1.3100 -0.03 0.72 0.02 0.1066
H 1.3562 0.6602 -2.2192 0.02 -0.55 0.63 0.1300
H 2.4370 -0.2861 -0.9842 -1.00 -0.20 -0.08 0.1377
H 1.4000 1.0604 0.7776 0.42 1.04 -0.18 0.1811
H 0.0665 -2.5407 -1.4338 0.07 -0.49 -0.10 0.0813
H -1.4728 -1.9956 -0.7493 0.06 -0.37 -0.28 0.0831
H -0.7262 -3.3316 0.0400 0.41 -0.68 0.00 0.0809
H 1.2758 -1.6078 0.5589 -0.47 0.56 -0.99 0.1257
H -0.0323 -1.4898 1.4757 -1.03 0.14 -0.03 0.1072
H -0.6440 0.1258 -1.0289 0.10 -0.54 0.23 0.1590
H -1.3852 0.1266 1.8448 -0.08 0.05 0.53 0.1329
```
Forces are in eV/Å.

Values from the calculation:
LUMO level (spin up / spin down) = -0.144 / -0.314 Ha
total charge = +1
ΔE to the lowest compared entry with this formula, charge and spin = 259.5 kJ/mol
highest occupied orbital energy (spin up / spin down) = -14.66 / -14.58 eV
spin multiplicity = 2



No. 5
A 2-piece molecular cluster, C4H8N2OS overall in a non-equilibrium geometry. Source: OMol25; level of theory: ωB97M-V with the def2-TZVPD basis set.

XYZ file:
```
16
Properties=species:S:1:pos:R:3:forces:R:3:lowdin_charge:R:1
C 1.9131 0.0059 0.0950 2.88 1.56 -3.70 -1.0033
C 0.8038 0.8667 0.1849 -4.74 0.63 -0.90 -0.1395
C -0.5684 0.6728 -0.2262 2.56 1.47 1.37 -0.2936
C -0.9998 -0.6338 -0.8609 2.38 0.84 1.16 -0.2939
H 1.2156 -1.0312 1.4856 0.41 -1.12 -3.04 0.1842
H 2.4756 -1.7877 0.9278 0.44 0.55 -1.77 0.1092
H 1.1157 1.8236 0.4879 -0.06 1.43 0.17 0.0759
H -1.2074 2.4639 0.6159 -0.55 -1.71 -1.48 0.1233
H -2.6013 1.4357 0.1890 3.81 0.18 -1.06 0.1648
H -0.7962 -0.6214 -2.0142 -0.14 -0.41 2.17 0.1623
H -0.2521 -1.2189 -0.1187 -1.95 0.00 -2.92 0.1236
H -2.2544 -2.0384 0.0862 -1.17 5.35 -2.78 0.3174
N 1.7292 -1.2316 0.4775 -2.10 -3.21 7.42 -0.0042
N -1.5213 1.6774 -0.0410 -1.78 0.74 1.93 0.0565
O -2.3646 -0.7890 -0.5558 0.34 -6.55 2.78 -0.1857
S 3.3125 0.4060 -0.7329 -0.33 0.27 0.66 0.6030
```
Forces are in eV/Å.

Values from the calculation:
LUMO level = -0.023 Ha
ΔE to the lowest compared entry with this formula, charge and spin = 532.2 kJ/mol
highest occupied orbital energy = -7.64 eV
spin multiplicity = 1



No. 6
A 2-piece molecular cluster, C3H6N2O2 overall. Source: OMol25; level of theory: ωB97M-V with the def2-TZVPD basis set.

XYZ file:
```
13
Properties=species:S:1:pos:R:3:forces:R:3:lowdin_charge:R:1
N -0.8297 0.2325 -0.3683 0.13 0.66 0.24 0.1976
C -0.6079 1.3352 0.0784 -0.18 -0.28 -0.13 -0.2709
N -0.4804 2.4446 0.6114 -0.13 -0.33 -0.20 0.1271
C -0.5537 3.6068 -0.1800 0.05 0.43 0.12 -0.3442
O -0.4146 4.7050 0.2799 -0.04 -0.42 -0.28 0.0606
H -0.0405 -0.3955 -0.5593 -0.01 0.07 0.07 0.0517
H -0.7665 3.4219 -1.2542 0.05 0.10 0.20 0.1304
C 0.5798 -2.5960 0.4164 -0.16 -0.34 0.02 -0.1473
O 1.3355 -1.4266 0.1200 0.12 0.09 0.16 -0.1520
H 1.2336 -3.4209 0.7178 -0.10 0.10 0.00 0.0806
H 0.0610 -2.8800 -0.5020 0.08 0.00 0.12 0.0852
H -0.1743 -2.4158 1.1928 0.15 -0.01 -0.12 0.0853
H 1.5995 -1.0156 0.9532 0.04 -0.08 -0.18 0.0959
```
Forces are in eV/Å.

Values from the calculation:
SMILES string = N=C=NC=O.CO
LUMO level = 0.019 Ha
ΔE to the lowest compared entry with this formula, charge and spin = 256.6 kJ/mol
highest occupied orbital energy = -10.30 eV
spin multiplicity = 1



No. 7
One molecule with the formula C15H9FN2O3S. Source: OMol25; level of theory: ωB97M-V with the def2-TZVPD basis set.

XYZ file:
```
31
Properties=species:S:1:pos:R:3:forces:R:3:lowdin_charge:R:1
O 2.9143 1.5887 -0.9257 0.10 0.04 -0.10 0.0791
C 1.9689 1.1214 -0.3264 -0.04 -0.01 0.08 -0.3850
N 1.9043 1.3019 1.0434 0.42 0.27 0.12 0.2069
C 0.9399 0.8755 1.9280 0.20 0.10 -0.05 -0.4646
O 1.0028 1.1020 3.1087 0.06 0.05 0.10 0.1285
N -0.0934 0.1727 1.3456 -0.45 -0.21 0.31 0.1062
C -1.1311 -0.2962 2.2219 -0.16 -0.07 0.16 -0.2123
C -2.2095 0.5270 2.5034 0.18 -0.22 -0.02 0.0120
C -3.2107 0.0796 3.3457 -0.07 -0.14 0.11 0.0087
C -3.1064 -1.1889 3.8876 0.15 0.07 -0.13 -0.2709
F -4.0792 -1.6286 4.7080 0.03 0.02 -0.03 0.0624
C -2.0353 -2.0206 3.6138 -0.17 0.04 0.09 0.0087
C -1.0386 -1.5651 2.7708 -0.08 0.26 -0.07 0.0119
C -0.2191 -0.1203 -0.0038 -0.19 -0.15 -0.26 -0.3623
O -1.1796 -0.7481 -0.3948 0.05 0.03 0.05 0.1035
C 0.8557 0.3656 -0.8990 -0.14 -0.19 -0.69 -0.0185
C 0.6678 0.0312 -2.2111 -0.10 0.09 0.89 0.0781
C 1.3830 0.2469 -3.4214 0.54 0.24 -0.52 -0.2906
C 0.8677 -0.2822 -4.6531 0.09 0.07 0.08 -0.1397
C 1.6467 -0.0036 -5.7173 0.39 0.22 -0.11 -0.3915
S 3.0401 0.9172 -5.2673 -0.53 -0.28 0.25 1.0374
C 2.5684 0.9228 -3.6373 0.12 0.03 -0.22 -0.3371
H 2.6724 1.8228 1.4538 -0.17 -0.11 -0.07 0.1725
H -2.2639 1.5116 2.0657 0.01 0.09 -0.05 0.1280
H -4.0615 0.6977 3.5835 -0.09 0.04 0.04 0.1200
H -1.9904 -3.0029 4.0562 -0.02 -0.09 0.05 0.1200
H -0.1916 -2.1917 2.5383 0.09 -0.05 -0.03 0.1280
H -0.2486 -0.5369 -2.3597 0.05 0.04 0.10 0.1282
H -0.0475 -0.8434 -4.7096 -0.18 -0.11 -0.03 0.1150
H 1.5023 -0.2741 -6.7440 -0.09 -0.09 -0.20 0.0637
H 3.1722 1.4180 -2.9040 0.03 0.04 0.13 0.0538
```
Forces are in eV/Å.

Values from the calculation:
SMILES string = O=C1NC(=O)N(c2ccc(F)cc2)C(=O)/C1=C/c1ccsc1
LUMO level = -0.037 Ha
highest occupied orbital energy = -9.18 eV
spin multiplicity = 1